# 1
{"formula": "C5H6LiO4V", "method": "the ωB97M-V functional and the def2-TZVPD basis", "symbols": ["O", "C", "O", "O", "C", "C", "Li", "H", "H", "H", "V", "C", "C", "O", "H", "H", "H"], "xyz": [[-2.19026, 0.95528, 2.00922], [-1.25699, 1.46907, 1.44309], [-0.86134, 2.60331, 1.22921], [-0.37270, 0.39500, 0.82590], [0.63959, 0.72910, 0.16502], [1.36262, -0.19671, -0.69521], [-3.69730, 1.32482, 3.02845], [0.93646, 1.78933, 0.18406], [1.00416, -1.22278, -0.55813], [2.38769, -0.16724, -0.26917], [-1.22860, 4.42082, 1.12564], [1.35594, 0.24024, -2.19315], [2.66821, 0.03632, -2.90124], [3.24865, 0.93080, -3.46946], [1.01787, 1.26875, -2.36612], [3.19991, -0.91253, -2.66341], [0.60929, -0.37992, -2.71634]], "lowdin_spin": [0.0328, 0.0485, 0.1045, 0.0032, 0.0041, 0.0004, 0.0176, 0.0033, 0.0000, 0.0001, 3.7850, 0.0002, 0.0000, 0.0000, 0.0000, 0.0000, 0.0000], "e_homo_ev": [-15.03, -15.53], "multiplicity": 5, "de_lowest_kj_mol": 0.00, "total_charge": 2}

***

# 2
{"formula": "C4H11N2O", "method": "the ωB97M-V functional and the def2-TZVPD basis", "symbols": ["N", "C", "C", "C", "N", "C", "O", "H", "H", "H", "H", "H", "H", "H", "H", "H", "H", "H"], "xyz": [[1.41573, -1.26654, 1.56842], [1.72931, -0.34216, 0.46645], [0.64350, -0.32065, -0.59041], [-0.66261, 0.24868, -0.10630], [-0.58881, 1.69794, 0.11759], [-1.89824, -0.10426, -1.00474], [-2.98050, 0.58178, -0.57306], [2.21465, -1.29479, 2.19246], [0.66028, -0.87418, 2.11980], [1.84486, 0.68378, 0.81548], [2.67503, -0.70807, 0.05407], [1.04633, 0.31447, -1.38414], [0.49404, -1.29020, -1.06290], [-0.96787, -0.23165, 0.83682], [-1.58796, 1.91018, 0.24863], [-0.35216, 2.11681, -0.77474], [-2.06696, -1.19659, -0.84598], [-1.61861, 0.07546, -2.07743]], "lowdin_charge": [-0.0211, -0.3126, -0.2129, -0.4482, 0.0164, -0.5067, -0.3769, 0.0434, 0.0490, 0.0913, 0.0957, 0.1019, 0.1057, 0.1179, 0.0454, 0.0490, 0.0803, 0.0825], "e_homo_ev": -2.46, "smiles": "NCC[C@@H](N)C[O-]", "de_lowest_kj_mol": 70.25, "total_charge": -1}

***

# 3
{"formula": "C10H15N3O7P2PdS2", "method": "the ωB97M-V functional and the def2-TZVPD basis", "symbols": ["Pd", "C", "S", "C", "S", "N", "N", "C", "C", "C", "C", "C", "C", "N", "H", "H", "H", "H", "H", "H", "H", "H", "C", "C", "O", "P", "O", "O", "O", "P", "O", "O", "O", "H", "H", "H", "H", "H", "H", "H"], "xyz": [[0.39278, 0.07619, -0.81542], [5.06648, 1.81209, 0.49188], [3.69898, 2.98890, 0.69668], [2.42038, 2.21500, -0.18672], [2.67878, 0.86889, -1.23802], [1.26258, 2.81830, -0.11012], [0.21307, 2.17990, -0.53982], [-0.87813, 2.77440, -0.93122], [-1.88012, 1.94499, -1.51412], [-3.20722, 2.35609, -1.72192], [-4.08112, 1.51189, -2.36592], [-3.61692, 0.27309, -2.81262], [-2.30003, -0.07131, -2.57492], [-1.45192, 0.72789, -1.93932], [5.99358, 2.37290, 0.48748], [4.92438, 1.30289, -0.45602], [5.04348, 1.10439, 1.31618], [-0.98392, 3.85250, -0.88692], [-3.51493, 3.32730, -1.36522], [-5.10882, 1.79859, -2.53452], [-4.25822, -0.39991, -3.35642], [-1.89152, -1.00601, -2.94192], [1.59108, -2.88290, 1.94638], [0.22877, -2.31930, 1.59338], [-0.84512, -2.85490, 2.33418], [0.20957, -0.53921, 1.95778], [-1.14953, 0.11189, 1.39688], [0.02397, -0.49671, 3.54158], [1.36748, 0.26319, 1.52778], [-0.10172, -2.68360, -0.19762], [-1.50662, -1.82331, -0.40262], [-0.42992, -4.11530, -0.30732], [0.93387, -2.02530, -1.06672], [1.82628, -2.72640, 2.99908], [2.33378, -2.38030, 1.32608], [1.61327, -3.94860, 1.71938], [-0.98062, -3.76340, 2.01588], [-1.92722, -0.42721, 1.56638], [0.48427, 0.25869, 3.90628], [-2.19313, -2.47630, -0.55772]], "lowdin_spin": [1.2913, 0.0155, 0.0274, 0.0448, 0.2676, 0.0027, 0.0928, 0.0084, 0.0072, 0.0022, 0.0004, 0.0023, 0.0083, 0.0792, 0.0007, 0.0100, 0.0006, 0.0023, 0.0005, 0.0000, 0.0004, 0.0008, 0.0001, -0.0006, -0.0002, 0.0004, 0.0115, 0.0022, 0.0521, 0.0057, 0.0125, 0.0050, 0.0448, 0.0000, 0.0000, 0.0000, 0.0000, 0.0000, 0.0002, 0.0008], "e_homo_ev": [-8.06, -8.11], "multiplicity": 3, "de_lowest_kj_mol": 66.90}

***

# 4
{"formula": "C12H16N2", "method": "the ωB97M-V functional and the def2-TZVPD basis", "symbols": ["C", "C", "C", "C", "C", "C", "C", "C", "H", "H", "H", "H", "H", "H", "H", "H", "H", "H", "C", "C", "C", "C", "N", "N", "H", "H", "H", "H", "H", "H"], "xyz": [[-1.10011, -0.71856, -1.60394], [-2.45776, -1.00350, -2.30374], [-1.13402, -0.50407, -0.10601], [-2.04844, 0.33317, 0.51547], [-0.37076, -1.34125, 0.71104], [-2.05684, 0.51439, 1.88668], [-0.46942, -1.26805, 2.11221], [-1.38081, -0.42176, 2.70356], [-0.60013, -1.65076, -1.93546], [-0.65027, 0.21715, -1.99664], [-3.22069, -1.15314, -1.51832], [-2.78741, 0.95291, -0.01519], [0.42308, -1.96684, 0.33222], [-2.71131, 1.24297, 2.33397], [0.09350, -1.89953, 2.79838], [-1.52479, -0.56199, 3.78447], [-2.45186, -2.00194, -2.78337], [-2.74714, -0.32617, -3.10962], [3.30447, -0.17392, 1.00288], [1.78002, 1.83265, 0.32166], [2.44401, 0.60947, 0.12258], [1.74109, 1.23487, -1.79135], [1.30823, 2.23940, -0.90283], [2.37691, 0.26820, -1.21587], [1.29203, 2.29879, 1.16319], [0.86060, 3.11272, -1.12707], [3.84951, -0.88704, 0.32319], [2.68939, -0.72229, 1.71625], [1.44169, 1.28293, -2.84592], [4.10721, 0.46120, 1.42759]], "lowdin_spin": [0.0109, 0.0029, 0.0147, 0.0019, 0.0193, 0.0064, 0.0012, 0.0070, -0.0001, 0.0057, 0.0001, -0.0002, 0.0000, 0.0003, -0.0001, 0.0002, 0.0004, 0.0000, 0.0417, 0.3283, 0.2595, 0.1867, 0.0780, -0.0068, 0.0090, -0.0001, -0.0002, 0.0161, 0.0039, 0.0133], "e_homo_ev": [-12.25, -12.15], "multiplicity": 2, "de_lowest_kj_mol": 73.49, "total_charge": 1}

***

# 5
{"formula": "C29H40Cl2N3O5PS2V", "method": "the ωB97M-V functional and the def2-TZVPD basis", "symbols": ["V", "C", "O", "C", "C", "O", "C", "C", "O", "C", "H", "H", "H", "H", "H", "H", "H", "H", "H", "H", "H", "H", "H", "H", "N", "C", "C", "C", "C", "C", "C", "C", "C", "C", "C", "C", "C", "N", "C", "C", "C", "C", "N", "H", "H", "H", "H", "H", "H", "H", "H", "H", "H", "Cl", "C", "Cl", "H", "H", "C", "C", "C", "O", "P", "S", "S", "O", "C", "C", "C", "H", "H", "H", "H", "H", "H", "H", "H", "H", "H", "H", "H", "H", "H"], "xyz": [[-0.22017, -0.53310, 0.02185], [-0.28693, 1.21365, -2.61375], [-0.80691, 0.03393, -2.00183], [-2.23469, -0.05327, -2.14856], [-2.73386, -1.27853, -1.42517], [-2.22583, -1.18411, -0.09934], [-2.72137, -2.01207, 0.94043], [-2.05833, -1.52966, 2.20977], [-0.63921, -1.45222, 1.99643], [0.03627, -0.90817, 3.12913], [-0.56035, 1.22070, -3.67173], [-0.68451, 2.09298, -2.10002], [0.79517, 1.17435, -2.50535], [-2.68523, 0.84272, -1.71279], [-2.47293, -0.12822, -3.21458], [-3.82689, -1.24662, -1.39808], [-2.38298, -2.20646, -1.88849], [-3.80277, -1.86789, 1.03032], [-2.49194, -3.06036, 0.72632], [-2.43058, -0.54108, 2.48769], [-2.25558, -2.23938, 3.01993], [-0.12745, -1.55398, 3.99594], [1.09473, -0.87671, 2.87844], [-0.33202, 0.10166, 3.32329], [9.26691, -3.95026, -2.37327], [8.22219, -3.57276, -2.08414], [6.90478, -3.10019, -1.72202], [5.96130, -2.86868, -2.71717], [4.69989, -2.41833, -2.36755], [4.37723, -2.18870, -1.03346], [5.32942, -2.42045, -0.04691], [6.59066, -2.87947, -0.38542], [3.00873, -1.69875, -0.68300], [1.97729, -2.61922, -0.86705], [2.10920, -3.97727, -1.27218], [0.85150, -4.52734, -1.25064], [-0.00745, -3.48698, -0.83026], [0.63669, -2.35511, -0.59674], [2.92457, -0.39199, -0.20666], [4.01026, 0.50712, -0.02823], [3.48725, 1.67947, 0.45706], [2.09442, 1.46991, 0.54892], [1.73757, 0.25426, 0.15536], [6.21617, -3.04148, -3.75392], [3.95577, -2.23781, -3.13181], [5.07691, -2.24662, 0.99022], [7.33120, -3.06883, 0.37927], [3.03216, -4.47167, -1.52126], [0.55777, -5.53370, -1.49516], [-1.07775, -3.54801, -0.70487], [5.04340, 0.29393, -0.24365], [4.00990, 2.58518, 0.71225], [1.34726, 2.17662, 0.88299], [-1.79075, -4.61949, -4.11473], [-0.47157, -3.71340, -4.88253], [-0.10339, -2.22650, -4.02013], [-0.78444, -3.46818, -5.89158], [0.41261, -4.34231, -4.87795], [-1.96406, 5.26759, 0.36755], [-3.30268, 4.56051, 0.33053], [-3.60375, 3.92114, -1.00882], [-3.39604, 3.63873, 1.44622], [-3.09264, 2.07487, 1.52118], [-4.49560, 0.97066, 0.75256], [-1.20953, 1.79471, 0.86078], [-3.13052, 1.87168, 3.10357], [-2.73233, 2.77042, 4.16982], [-1.46422, 3.55016, 3.89264], [-3.90718, 3.65597, 4.53552], [-1.93677, 6.02397, -0.41831], [-1.15173, 4.55925, 0.20989], [-1.80961, 5.76685, 1.32395], [-4.09100, 5.28332, 0.55826], [-2.80357, 3.24265, -1.30627], [-3.67953, 4.71273, -1.75586], [-4.53548, 3.36045, -0.98489], [-2.54286, 2.07922, 4.99699], [-1.57502, 4.20865, 3.03350], [-0.61523, 2.89786, 3.70180], [-1.24829, 4.16106, 4.77101], [-4.08915, 4.39760, 3.76002], [-3.69922, 4.17187, 5.47441], [-4.80724, 3.05692, 4.66031]], "lowdin_spin": [2.7579, 0.0059, 0.0267, 0.0020, 0.0036, 0.0259, 0.0031, 0.0017, 0.0230, 0.0061, 0.0006, 0.0002, 0.0006, 0.0001, -0.0002, 0.0000, 0.0003, 0.0000, 0.0004, 0.0001, -0.0002, 0.0007, 0.0008, 0.0001, 0.0000, 0.0000, 0.0000, -0.0001, 0.0000, 0.0000, 0.0000, -0.0001, 0.0029, 0.0036, 0.0167, 0.0009, 0.0226, 0.0009, 0.0050, 0.0227, 0.0018, 0.0295, 0.0095, 0.0000, 0.0000, 0.0000, 0.0000, 0.0011, -0.0003, 0.0014, 0.0015, -0.0004, 0.0011, 0.0000, 0.0000, 0.0003, 0.0000, 0.0000, 0.0001, 0.0001, 0.0003, -0.0007, 0.0034, 0.0017, 0.0124, 0.0015, 0.0001, 0.0002, 0.0000, 0.0000, 0.0001, 0.0000, 0.0000, 0.0003, 0.0000, 0.0000, 0.0000, 0.0000, 0.0002, 0.0000, 0.0000, 0.0000, 0.0000], "e_homo_ev": [-7.20, -7.54], "multiplicity": 4}

***

# 6
{"formula": "HN4O4", "method": "the ωB97M-V functional and the def2-TZVPD basis", "symbols": ["N", "N", "N", "N", "O", "O", "O", "O", "H"], "xyz": [[1.37697, -0.76948, 1.36565], [-1.19928, -0.11554, 0.00070], [2.19096, 0.13550, 1.07140], [3.36029, 0.42224, 1.66188], [-2.08812, -0.61741, 0.70987], [4.37870, 0.34939, 0.95441], [0.26201, -1.03747, 1.00970], [3.34767, 0.93023, 2.79976], [-0.89837, -0.78127, -0.62949]], "lowdin_charge": [-0.1524, -0.0609, 0.0512, -0.4682, -0.1915, -0.0324, -0.1221, -0.0230, -0.0007], "e_homo_ev": -3.91, "de_lowest_kj_mol": 171.67, "total_charge": -1}

***

# 7
{"formula": "C5H14NS2", "method": "the ωB97M-V functional and the def2-TZVPD basis", "symbols": ["N", "C", "C", "S", "S", "C", "C", "C", "H", "H", "H", "H", "H", "H", "H", "H", "H", "H", "H", "H", "H", "H"], "xyz": [[0.25465, 0.77936, -3.65166], [-0.06006, 3.44099, 2.11186], [-0.81081, 2.66569, 2.91366], [-0.95195, 0.40497, -0.15148], [0.92847, 0.00493, 0.58348], [0.81947, -1.84941, 0.62584], [0.54136, -2.55770, -0.68652], [-0.90296, -2.81820, -1.14627], [-0.02159, 0.65540, -2.68244], [0.11239, 1.72192, -4.00313], [-0.21806, 0.12939, -4.26469], [0.00275, 4.50685, 2.16202], [0.46802, 2.83655, 1.38239], [-0.76083, 1.62016, 2.60258], [-1.49264, 2.87995, 3.70803], [1.84297, -2.10312, 0.96164], [-0.03464, -2.08570, 1.33404], [1.06588, -2.03008, -1.45808], [1.08645, -3.49675, -0.69587], [-1.30585, -3.75643, -0.73544], [-0.88222, -2.79502, -2.24553], [-1.53073, -1.95597, -0.97113]], "lowdin_charge": [0.0496, -0.0391, -0.0522, 0.5300, 0.7274, -0.4758, -0.3158, -0.0986, -0.0772, 0.0302, 0.0206, 0.0542, 0.0005, -0.0140, 0.0517, 0.0921, 0.1215, 0.0933, 0.1227, 0.0962, 0.0883, -0.0055], "e_homo_ev": -13.31, "de_lowest_kj_mol": 484.53, "total_charge": 1}